ORCA calculation (ωB97M-V/def2-TZVPD) on the molecule C31H39NO2.

```
73
Properties=species:S:1:pos:R:3:forces:R:3
H -0.4342 -3.6596 2.7928 0.12 -0.02 -0.14
H 3.3849 2.3258 3.8946 -0.05 0.07 0.05
H -3.5959 -1.2798 -0.2716 -0.06 0.09 0.00
H -1.4266 6.2827 -0.8162 0.03 0.04 0.06
C -2.2816 -4.2766 -1.0945 -0.07 -0.09 -0.10
H 0.4029 4.0012 -4.4233 0.02 -0.07 0.08
H -2.4298 4.1903 -1.7463 -0.10 -0.03 -0.04
H 0.8682 6.1450 -1.7850 0.07 -0.07 0.01
H 0.2422 1.6130 4.8612 -0.11 0.09 -0.03
H 1.6370 1.5067 5.9417 0.03 0.12 0.09
H -2.5099 4.2711 0.0136 -0.07 0.03 -0.08
H -1.8597 -1.4390 1.4633 0.04 0.12 0.06
H 0.6658 4.4101 -2.0034 0.11 -0.02 0.00
C 2.8876 1.8699 1.8791 0.06 0.24 0.01
C 0.5308 -1.4032 3.1387 0.20 0.31 0.14
C 1.3108 -4.0167 -2.3626 0.00 -0.16 -0.18
H 0.4655 0.5840 2.4894 0.01 0.01 -0.07
C -3.1037 -3.1652 -1.1579 -0.07 -0.06 -0.08
H 3.2768 2.7826 1.4475 0.06 0.05 -0.17
C 0.1319 5.3624 -1.9809 -0.14 0.27 0.08
C 2.2303 -0.4613 1.7755 -0.25 0.06 0.07
C -0.8555 5.3512 -0.8125 0.06 -0.12 -0.15
H -1.1216 3.5664 -3.6619 0.06 -0.08 0.05
H 1.7524 2.7531 3.4210 0.01 0.04 0.08
C 1.2413 -0.0856 2.8802 0.41 -0.12 0.19
H 1.9278 -4.8657 -2.0709 -0.05 0.03 -0.07
H -1.5301 6.0159 -3.2013 -0.08 0.09 -0.03
H -0.6473 -5.2212 -0.0858 0.11 -0.07 -0.01
H 0.1507 0.7964 0.5259 0.00 0.07 0.15
C -1.1158 2.8603 -0.7202 -0.27 -0.10 -0.24
H -1.3730 3.7187 -6.1307 -0.05 -0.04 -0.13
C -2.9515 -2.1455 -0.2337 -0.06 0.06 0.04
H 0.0439 6.3673 -3.8949 -0.06 0.06 -0.04
C -0.6747 0.5133 -1.4166 0.14 -0.47 -0.04
H -1.3652 -0.1166 -3.3449 -0.07 0.05 -0.09
H 0.6783 0.0634 5.5766 -0.07 -0.01 0.09
C 1.5004 -1.5463 0.9668 0.20 -0.04 -0.17
C -0.0193 -3.3913 1.8137 -0.08 -0.14 0.25
C -0.7744 -0.3791 -2.4790 0.05 0.24 0.25
C 2.5160 1.9715 3.3330 0.01 -0.18 0.05
C -1.2944 -4.3561 -0.1275 -0.01 0.05 0.14
N 0.6395 -2.1234 1.9973 0.13 -0.34 -0.29
H -0.3617 2.8209 0.0546 0.20 -0.10 0.13
H -2.3573 4.9483 -5.3354 -0.12 0.05 -0.03
H -3.8643 -3.0966 -1.9217 -0.06 0.01 -0.06
H 0.2945 -4.3626 -2.5739 0.03 0.03 0.00
H 0.7180 -4.1474 1.5202 -0.08 0.04 0.04
C -1.8272 4.1678 -0.8375 0.06 0.16 0.18
H -2.0965 1.8748 -2.2728 -0.09 0.11 -0.09
C 1.9771 0.6753 3.9751 -0.36 0.06 0.04
C -0.6085 4.3561 -4.2111 -0.17 0.31 -0.15
H 3.0227 0.7598 0.0905 0.10 0.12 -0.16
H 2.8186 0.0662 4.3221 -0.01 -0.03 -0.07
H 2.2002 -2.3221 0.6324 -0.06 0.19 0.14
C -1.1220 -3.3282 0.7881 -0.10 -0.12 -0.06
C -1.3367 4.6204 -5.5234 0.13 -0.16 0.16
C 0.6476 -1.9603 -1.3573 0.00 0.27 -0.05
C 2.7468 0.7837 1.1337 0.09 -0.20 -0.06
H -0.2885 5.3168 0.1216 -0.04 0.04 0.08
C -1.9730 -2.2315 0.7385 -0.05 -0.12 0.05
H 1.7352 -3.5547 -3.2599 -0.04 0.00 0.04
H -0.2061 -2.2492 -3.3080 0.00 -0.10 -0.06
C 0.0801 0.1235 -0.3103 -0.02 -0.08 -0.25
H -0.8298 5.3967 -6.0928 0.02 0.09 -0.10
C 0.7285 -1.0938 -0.2523 0.25 -0.18 -0.20
C -1.3503 1.8003 -1.4899 -0.03 0.39 0.15
H -2.4068 -5.0829 -1.8039 -0.01 -0.06 -0.05
C -0.5253 5.6131 -3.3468 0.22 -0.32 0.05
O -0.0707 -1.7596 4.1291 -0.23 -0.04 0.33
O 1.3367 -3.1359 -1.2666 -0.06 0.29 0.25
C 1.0783 0.9864 5.1666 0.21 -0.20 -0.03
C -0.1136 -1.5916 -2.4586 0.17 -0.37 -0.04
H 3.0809 -0.9643 2.2587 -0.16 -0.03 0.00
```
Positions in Å, forces in eV/Å.

Total energy, Ha: -1409.90221
Max |F|, Eh/bohr: 0.010
Energy above the lowest of the compared OMol25 structures with the same formula, charge and spin, kcal/mol: 5.7
HOMO level, eV: -7.913
Multiplicity: 1
Molar mass, Da: 457.66